{
  "formula": "C16H15BeBrS",
  "method": "ωB97M-V/def2-TZVPD",
  "total_charge": -2,
  "fmax_ev_per_a": 4.65,
  "energy_ha": -3605.52438,
  "e_lumo_ev": 4.433,
  "de_lowest_kj_mol": 26.5,
  "elements": ["C", "C", "C", "H", "C", "C", "H", "H", "H", "H", "Be", "Br", "C", "C", "C", "H", "C", "C", "H", "H", "H", "H", "S", "C", "C", "C", "C", "C", "C", "H", "H", "H", "H", "H"],
  "positions_angstrom": [[0.9222, 1.1703, -1.7409], [1.9318, 1.4049, -0.7914], [2.2547, 0.1920, -0.1437], [2.4565, 2.3359, -0.6578], [1.3946, -0.8282, -0.6653], [0.5763, -0.2491, -1.6520], [0.2113, -0.9033, -2.4418], [0.5138, 1.8954, -2.4413], [3.0566, 0.0675, 0.5687], [1.4925, -1.8911, -0.4444], [-1.7162, 0.6198, -1.6744], [-2.2115, 1.0308, 0.6055], [-3.4955, 0.0895, -2.0615], [-2.6324, -0.6300, -2.9307], [-1.9318, 0.3021, -3.7509], [-2.6229, -1.7101, -3.0253], [-2.2621, 1.6184, -3.3143], [-3.2614, 1.5111, -2.2982], [-3.8307, 2.3427, -1.8690], [-4.2460, -0.3503, -1.3938], [-1.2700, 0.0603, -4.5848], [-1.9346, 2.5464, -3.7607], [0.0513, 1.1850, 1.6247], [0.6882, -0.0555, 2.5858], [1.5116, 0.4432, 3.6333], [2.1761, -0.4382, 4.4608], [2.0633, -1.8140, 4.2465], [1.3004, -2.3103, 3.1871], [0.5886, -1.4468, 2.3658], [1.5953, 1.5293, 3.7270], [2.7960, -0.0396, 5.2551], [2.6171, -2.5049, 4.8672], [1.2572, -3.3807, 2.9696], [-0.0404, -1.7924, 1.5451]],
  "forces_ev_per_angstrom": [[0.167, -0.749, 0.077], [-0.032, -0.587, -0.829], [-0.726, -0.836, -1.310], [-0.164, 0.271, 0.269], [1.608, 1.010, 0.606], [-0.531, 0.478, -0.457], [-0.291, 0.411, -0.078], [0.093, -0.124, 0.055], [-0.177, -0.065, 0.260], [-0.224, 0.293, 0.013], [1.361, -0.155, 2.087], [-4.068, -0.224, -2.240], [-0.585, 1.104, -1.066], [-0.634, 0.564, -0.535], [0.030, 0.105, 0.056], [0.302, 0.213, 0.174], [-0.979, -0.758, -0.046], [-0.967, -1.019, -0.865], [0.714, -0.613, 0.173], [0.848, 0.447, -0.103], [0.091, 0.059, 0.668], [0.251, -0.106, 0.218], [2.785, 0.089, 1.426], [0.592, 1.786, -0.111], [0.223, -0.996, 0.867], [-0.315, 0.484, -0.248], [0.336, -0.782, 0.086], [-0.302, 0.242, -0.126], [-0.022, -0.009, 0.226], [0.013, -0.470, 0.041], [0.166, -0.122, 0.169], [0.106, -0.113, 0.125], [0.061, 0.140, 0.245], [0.270, 0.031, 0.172]],
  "lowdin_charge": [-0.215, -0.242, -0.213, 0.062, -0.202, -0.254, 0.057, 0.050, 0.076, 0.072, 0.060, 0.039, -0.224, -0.157, -0.147, 0.105, -0.150, -0.221, 0.099, 0.097, 0.102, 0.101, 0.355, -0.724, -0.194, -0.172, -0.197, -0.158, -0.148, 0.061, 0.068, 0.050, 0.076, 0.086]
}

{
  "formula": "C17H19NO4",
  "method": "ωB97M-V/def2-TZVPD",
  "total_charge": 0,
  "fmax_ev_per_a": 4.59,
  "energy_ha": -1014.77905,
  "e_lumo_ev": -0.386,
  "de_lowest_kj_mol": 573.9,
  "smiles": "CCOC(=O)CCC[C@H](N=O)c1ccc2ccccc2c1O",
  "elements": ["C", "C", "O", "C", "O", "C", "C", "C", "C", "N", "O", "C", "C", "C", "C", "C", "C", "C", "C", "C", "C", "O", "H", "H", "H", "H", "H", "H", "H", "H", "H", "H", "H", "H", "H", "H", "H", "H", "H", "H", "H"],
  "positions_angstrom": [[-2.1335, 2.4939, -2.3550], [-0.9073, 1.9822, -1.6244], [-0.9476, 2.1312, -0.1963], [-1.5839, 1.0889, 0.4033], [-2.3976, 0.3515, -0.0787], [-1.4306, 1.1581, 1.9248], [-1.5983, -0.0682, 2.8612], [-0.2072, -0.5836, 3.4009], [0.4291, -1.7763, 2.6191], [1.6303, -2.3959, 3.0774], [2.5217, -1.7985, 3.6131], [0.5360, -1.5645, 1.0988], [-0.3852, -2.1562, 0.1906], [-0.2757, -2.0617, -1.1962], [0.6687, -1.2156, -1.6328], [0.8157, -1.0528, -3.0155], [1.7666, -0.2014, -3.6273], [2.5494, 0.5432, -2.8011], [2.3375, 0.5298, -1.3705], [1.4883, -0.4696, -0.8332], [1.4293, -0.6165, 0.6165], [2.3441, 0.0970, 1.4393], [-3.0516, 2.1149, -2.0228], [-2.1486, 2.1614, -3.4323], [-2.2485, 3.6216, -2.3727], [0.0668, 2.4678, -1.9004], [-0.7972, 0.9338, -1.8202], [-2.1611, 1.9090, 2.1669], [-0.5833, 1.6975, 2.1898], [-1.9646, -0.9183, 2.2536], [-2.2715, 0.0681, 3.6911], [-0.3589, -0.9550, 4.3379], [0.6136, 0.1058, 3.5438], [-0.3754, -2.5314, 2.7026], [-1.2845, -2.7133, 0.4189], [-1.0293, -2.5659, -1.8482], [0.1761, -1.5567, -3.7046], [1.8032, -0.1144, -4.6907], [3.2805, 1.2192, -3.2998], [2.9292, 1.2308, -0.7327], [2.7552, -0.5901, 2.0057]],
  "forces_ev_per_angstrom": [[0.689, 1.800, -1.878], [0.789, 0.704, -0.567], [-0.401, -1.217, 0.171], [-0.740, 0.616, 2.179], [0.512, -0.309, -1.060], [-0.951, -0.231, 0.113], [2.083, -1.014, -1.814], [0.985, 0.481, -2.051], [-3.326, 1.238, -0.815], [1.023, -2.351, -0.005], [-0.605, 1.014, 0.018], [0.304, 1.221, 0.531], [-0.496, -0.889, -1.852], [-2.595, -1.706, 3.384], [1.396, 0.765, -3.880], [1.414, 1.416, -2.085], [-2.305, -2.091, 1.312], [1.058, 2.063, 2.568], [1.462, -0.066, -2.494], [1.705, 2.685, 3.013], [0.357, -0.646, -0.470], [-1.125, -1.613, -1.060], [-1.119, -0.746, 1.114], [0.553, 0.370, 0.908], [0.399, -1.205, 0.134], [-1.134, -0.222, -0.052], [0.062, -0.542, -0.253], [-0.948, 0.258, 0.144], [2.056, 0.640, 0.245], [-0.341, 0.436, 0.268], [-0.190, 0.380, 0.108], [-0.564, -1.147, 2.788], [-0.278, 1.045, -0.244], [0.809, -0.360, 0.027], [0.308, -0.202, 1.222], [0.938, 0.583, 0.574], [-0.567, -0.584, -0.069], [0.145, -0.071, -0.484], [-0.516, -0.342, 0.895], [-0.671, -0.979, -0.496], [-0.175, 0.817, -0.087]],
  "lowdin_charge": [-0.064, -0.220, 0.002, -0.474, 0.122, -0.075, -0.107, -0.124, -0.282, 0.001, 0.032, -0.106, -0.011, -0.034, -0.262, -0.012, -0.084, -0.085, 0.017, -0.118, -0.141, 0.036, 0.044, 0.095, 0.094, 0.138, 0.087, 0.120, 0.091, 0.107, 0.104, 0.071, 0.105, 0.147, 0.116, 0.144, 0.103, 0.097, 0.112, 0.127, 0.085]
}

{
  "formula": "C2H5Cl2PS2",
  "method": "ωB97M-V/def2-TZVPD",
  "total_charge": 0,
  "fmax_ev_per_a": 3.49,
  "energy_ha": -2137.30462,
  "e_lumo_ev": [-0.350, -0.351],
  "de_lowest_kj_mol": 122.8,
  "smiles": "SP(Cl)Cl.CC=S",
  "elements": ["S", "P", "Cl", "Cl", "H", "C", "C", "S", "H", "H", "H", "H"],
  "positions_angstrom": [[4.9463, 1.1740, -1.3893], [4.0872, -0.4113, -0.3203], [5.4156, -0.7595, 1.0780], [2.8059, 0.6769, 0.7319], [3.7347, 1.0162, -1.9876], [-1.4405, 0.1755, 1.4262], [-0.9555, 1.6231, 1.1933], [-0.6865, 2.2739, -0.3650], [-2.4434, 0.4536, 1.8810], [-1.2012, -0.5050, 0.5337], [-0.7837, -0.2865, 2.1852], [-0.8972, 2.3376, 2.0277]],
  "forces_ev_per_angstrom": [[-0.284, -0.213, -0.448], [-0.339, -0.725, -1.463], [1.618, -0.431, 1.293], [-1.507, 0.744, 1.031], [0.491, 0.622, -0.406], [1.558, 1.323, 0.085], [0.292, 0.357, -3.456], [-0.396, -1.261, 3.094], [0.662, -1.553, -0.874], [-1.541, 1.324, 0.944], [-0.536, 0.389, 0.305], [-0.019, -0.577, -0.105]],
  "lowdin_charge": [0.279, -0.334, 0.148, 0.112, -0.193, -0.180, -0.663, 0.540, 0.096, 0.094, 0.062, 0.039]
}

{
  "formula": "C12H9N2O5Rh",
  "method": "ωB97M-V/def2-TZVPD",
  "total_charge": 1,
  "fmax_ev_per_a": 0.68,
  "energy_ha": -1058.69427,
  "multiplicity": 2,
  "e_lumo_ev": [-4.318, -4.716],
  "de_lowest_kj_mol": 0.0,
  "elements": ["Rh", "O", "C", "O", "C", "C", "C", "C", "C", "N", "C", "O", "O", "H", "H", "H", "H", "O", "N", "C", "C", "C", "C", "C", "H", "H", "H", "H", "H"],
  "positions_angstrom": [[0.4675, -0.8124, 1.1465], [-0.4753, 1.5219, 4.4909], [-0.1081, 0.9091, 3.3916], [-0.2626, -0.2939, 3.2029], [0.5465, 1.7824, 2.3814], [0.8845, 3.1203, 2.4686], [1.5330, 3.6962, 1.3820], [1.8259, 2.9475, 0.2451], [1.4598, 1.6165, 0.2260], [0.8446, 1.0892, 1.2804], [1.6851, 0.6184, -0.9144], [2.0750, 1.0156, -1.9793], [1.4172, -0.6257, -0.5945], [-0.8766, 0.8875, 5.1087], [0.6464, 3.6926, 3.3536], [1.8109, 4.7404, 1.4244], [2.3280, 3.3666, -0.6160], [-0.7839, -2.2910, 0.4186], [-1.0470, -2.3423, -0.8887], [-0.9936, -3.5448, -1.4836], [-1.2722, -3.6655, -2.8256], [-1.6016, -2.5367, -3.5601], [-1.6566, -1.3101, -2.9176], [-1.3765, -1.2365, -1.5724], [-0.7164, -4.3579, -0.8306], [-1.2204, -4.6428, -3.2820], [-1.8124, -2.6117, -4.6173], [-1.9114, -0.4045, -3.4476], [-1.4098, -0.3285, -0.9909]],
  "forces_ev_per_angstrom": [[-0.061, -0.333, -0.595], [0.015, 0.014, -0.025], [-0.023, -0.125, 0.308], [-0.111, 0.155, -0.237], [0.138, 0.147, -0.193], [-0.200, -0.178, 0.168], [0.125, 0.036, -0.270], [-0.020, 0.248, 0.130], [-0.076, -0.256, 0.020], [0.277, 0.014, 0.195], [0.096, 0.132, 0.068], [0.026, -0.025, -0.022], [-0.311, 0.123, 0.045], [-0.005, -0.017, -0.011], [0.005, -0.018, 0.015], [0.008, -0.001, -0.010], [-0.006, 0.013, 0.002], [-0.156, 0.201, 0.515], [0.256, -0.121, -0.181], [0.051, 0.014, 0.066], [-0.002, -0.005, -0.013], [0.006, 0.003, 0.016], [-0.003, -0.008, -0.014], [-0.035, -0.012, 0.058], [-0.005, -0.008, -0.014], [0.002, 0.001, -0.004], [-0.006, -0.003, -0.001], [-0.001, 0.001, -0.002], [0.015, 0.008, -0.013]],
  "lowdin_spin": [0.872, 0.001, 0.003, 0.002, 0.009, 0.000, 0.007, -0.001, 0.011, 0.016, 0.003, 0.004, -0.005, 0.000, 0.000, 0.000, 0.000, 0.077, 0.002, 0.000, 0.000, -0.001, 0.000, 0.000, 0.000, 0.000, 0.000, 0.000, 0.000]
}